Model w:
The following is a DFT calculation (wB97M-V/def2-TZVPD) of one molecule with the formula C14H19N3O4.

Values from the calculation:
SMILES = NC(=O)CC[C@H](N)C(=O)N[C@@H](Cc1ccccc1)C(=O)O
Charge = 0

Last column: natural (NBO) charge in e.
Positions of all 40 atoms, in Å:
1 C -0.75 0.20 2.16  -0.1582
2 C -0.23 0.56 0.72  0.6653
3 C -2.33 0.14 2.07  -0.3659
4 C -3.02 -0.46 3.30  -0.5245
5 C -4.48 -0.27 3.13  0.6695
6 C 0.48 -0.45 -1.35  -0.2333
7 C -0.26 -1.24 -2.36  0.7854
8 C 1.86 -0.73 -1.01  -0.4416
9 C 2.99 -0.30 -1.96  -0.0263
10 C 3.51 0.97 -1.77  -0.2038
11 C 3.14 -0.99 -3.22  -0.2326
12 C 4.41 1.43 -2.75  -0.2180
13 C 3.93 -0.53 -4.23  -0.2048
14 C 4.69 0.73 -3.95  -0.2094
15 H -0.86 2.08 2.63  0.3771
16 H 0.36 1.10 3.34  0.3570
17 H -0.41 -0.82 2.53  0.2059
18 H -2.87 1.12 1.68  0.2341
19 H -2.58 -0.46 1.34  0.1906
20 H -2.74 -1.53 3.47  0.2445
21 H -2.75 0.32 4.12  0.2489
22 H -5.00 0.39 5.01  0.3933
23 H -6.30 0.19 3.73  0.4158
24 H -0.79 -1.49 0.17  0.4299
25 H 0.46 0.71 -1.43  0.2988
26 H 2.24 -1.88 -0.88  0.2242
27 H 2.08 -0.49 0.07  0.2345
28 H 3.43 1.60 -0.81  0.2257
29 H 2.46 -1.88 -3.25  0.2390
30 H 4.70 2.41 -2.64  0.2046
31 H 4.04 -1.20 -5.10  0.2268
32 H 5.15 1.23 -4.86  0.2220
33 H -1.81 0.08 -1.83  0.5074
34 N -0.69 1.20 3.24  -0.8071
35 N -5.39 -0.10 4.17  -0.8411
36 N -0.34 -0.51 -0.13  -0.6326
37 O 0.11 1.73 0.32  -0.6381
38 O -4.97 -0.08 2.00  -0.6319
39 O 0.06 -2.07 -3.18  -0.5293
40 O -1.53 -0.69 -2.48  -0.7018


Model x:
The following is a DFT calculation (wB97M-V/def2-TZVPD) of one molecule with the formula C14H19N3O4.

Values from the calculation:
SMILES = CCC(=O)N1CCN(c2ccc(OC)cc2[N+](=O)[O-])CC1
Charge = 0

Last column: natural (NBO) charge in e.
Positions of all 40 atoms, in Å:
1 C -5.94 -0.55 0.68  -0.5954
2 H -6.16 0.26 1.36  0.2181
3 H -6.27 -0.25 -0.31  0.2196
4 C -4.44 -0.84 0.68  -0.5001
5 C -3.66 0.39 0.24  0.6892
6 O -4.21 1.42 -0.12  -0.6286
7 N -2.31 0.30 0.28  -0.4459
8 C -1.52 -0.88 0.52  -0.2264
9 H -2.14 -1.71 0.85  0.2183
10 C -0.75 -1.28 -0.76  -0.2136
11 N 0.08 -0.19 -1.19  -0.4306
12 C 1.41 -0.18 -0.84  0.1562
13 C 2.12 -1.39 -1.00  -0.2184
14 C 3.41 -1.58 -0.58  -0.2102
15 C 4.10 -0.55 0.07  0.2720
16 C 3.46 0.67 0.20  -0.2849
17 C 2.16 0.87 -0.27  0.0574
18 N 1.73 2.23 -0.12  0.5112
19 O 1.37 2.84 -1.11  -0.3790
20 O 1.81 2.71 0.99  -0.3735
21 H 3.95 1.52 0.65  0.2386
22 O 5.36 -0.83 0.49  -0.4863
23 C 6.08 0.18 1.15  -0.2544
24 H 7.04 -0.27 1.42  0.2035
25 H 5.57 0.51 2.06  0.1795
26 H 6.26 1.04 0.50  0.1778
27 H 3.92 -2.51 -0.74  0.2292
28 H 1.63 -2.20 -1.52  0.2203
29 C -0.73 0.98 -1.44  -0.2429
30 H -0.13 1.80 -1.84  0.2520
31 C -1.50 1.41 -0.19  -0.2446
32 H -2.17 2.24 -0.41  0.2581
33 H -0.81 1.71 0.61  0.1916
34 H -1.47 0.70 -2.21  0.1983
35 H -0.16 -2.17 -0.54  0.2134
36 H -1.47 -1.51 -1.55  0.1973
37 H -0.79 -0.66 1.31  0.1968
38 H -4.12 -1.12 1.68  0.2180
39 H -4.23 -1.66 -0.01  0.2149
40 H -6.49 -1.44 0.99  0.2035


Most favorable first, least favorable last: model x, model w


Model w:
The following is a DFT calculation (wB97M-V/def2-TZVPD) of one molecule with the formula C3H3NOS.

Values from the calculation:
SMILES = CSC(=O)C#N
Charge = 0

Last column: natural (NBO) charge in e.
Positions of all 9 atoms, in Å:
1 C -2.38 0.17 0.04  0.1472
2 C -1.02 0.65 -0.01  0.3213
3 C 1.57 -0.32 0.05  -0.7922
4 N -3.33 -0.44 -0.01  -0.2208
5 O -0.57 1.71 -0.38  -0.4868
6 S -0.08 -0.79 0.50  0.2890
7 H 2.14 -0.47 1.01  0.2400
8 H 1.85 0.59 -0.46  0.2650
9 H 1.82 -1.10 -0.73  0.2374


Model x:
The following is a DFT calculation (wB97M-V/def2-TZVPD) of a 2-piece molecular cluster, C3H3NOS overall.

Values from the calculation:
SMILES = C=C=S.N=C=O
Charge = 0

Last column: natural (NBO) charge in e.
Positions of all 9 atoms, in Å:
1 C -1.28 1.29 0.22  -0.0708
2 C 2.13 -0.63 -0.27  0.8526
3 C -1.63 0.06 0.57  -0.6248
4 N 1.28 -1.39 -0.63  -0.7784
5 O 2.79 0.12 0.32  -0.5081
6 S -0.63 2.51 -0.44  0.1763
7 H -2.65 -0.04 0.67  0.2439
8 H -0.76 -0.53 1.07  0.2748
9 H 0.74 -1.40 -1.50  0.4344


Model y:
The following is a DFT calculation (wB97M-V/def2-TZVPD) of one molecule with the formula C3H3NOS.

Values from the calculation:
SMILES = S=C1COC=N1
Charge = 0

Last column: natural (NBO) charge in e.
Positions of all 9 atoms, in Å:
1 C -0.69 -1.21 -0.04  0.4164
2 C 1.02 0.05 -0.08  -0.0084
3 C -0.25 0.93 -0.01  -0.1521
4 N 0.60 -1.26 -0.08  -0.4930
5 O -1.23 0.06 -0.13  -0.4570
6 S 2.58 0.44 -0.08  0.0415
7 H -1.24 -2.13 0.22  0.2186
8 H -0.42 1.41 0.97  0.2130
9 H -0.36 1.71 -0.76  0.2209


Most favorable first, least favorable last: model w, model y, model x


Model w:
The following is a DFT calculation (wB97M-V/def2-TZVPD) of one molecule with the formula C3H3NOS.

Values from the calculation:
SMILES = N#CC(=O)CS
Charge = 0

Last column: natural (NBO) charge in e.
Positions of all 9 atoms, in Å:
1 C -0.91 -1.53 -0.62  0.1421
2 C 0.25 -0.94 0.03  0.4944
3 C -0.09 0.56 0.17  -0.6455
4 N -1.76 -1.91 -1.32  -0.2276
5 O 1.25 -1.48 0.33  -0.4330
6 S 0.61 1.49 1.52  0.0179
7 H 0.36 0.93 -0.83  0.2673
8 H -1.14 0.60 0.06  0.2328
9 H 1.44 2.29 0.66  0.1516


Model x:
The following is a DFT calculation (wB97M-V/def2-TZVPD) of one molecule with the formula C3H3NOS.

Values from the calculation:
Charge = 0

Last column: natural (NBO) charge in e.
Positions of all 9 atoms, in Å:
1 C -0.93 0.10 0.00  -0.2910
2 C -2.27 0.33 0.00  0.7846
3 C 1.36 -0.15 -0.22  -0.4432
4 N 0.19 0.43 -0.61  -0.2478
5 O -3.41 0.37 0.19  -0.3646
6 S 2.64 1.08 0.15  -0.2074
7 H -0.94 -0.53 1.03  0.2388
8 H 1.31 -0.95 0.55  0.1919
9 H 2.04 -0.66 -1.10  0.3388


Most favorable first, least favorable last: model w, model x


Model w:
The following is a DFT calculation (wB97M-V/def2-TZVPD) of one molecule with the formula C2H5N3S2.

Values from the calculation:
SMILES = N/N=C(/N)C(=S)S
Charge = 0

Last column: natural (NBO) charge in e.
Positions of all 12 atoms, in Å:
1 C 0.08 0.57 -0.15  0.2945
2 C 1.24 -0.37 0.04  -0.3706
3 H -0.99 -1.04 1.57  0.3503
4 H -2.48 -0.78 0.99  0.3700
5 H 1.26 1.88 -1.22  0.3931
6 H -0.35 2.33 -0.93  0.3930
7 H -0.30 -2.02 -0.58  0.1672
8 N -1.51 -0.87 0.72  -0.6769
9 N -1.15 0.37 0.13  -0.3162
10 N 0.44 1.81 -0.63  -0.7865
11 S 1.05 -2.02 -0.51  0.1165
12 S 2.69 0.13 0.59  0.0656


Model x:
The following is a DFT calculation (wB97M-V/def2-TZVPD) of one molecule with the formula C2H5N3S2.

Values from the calculation:
SMILES = [H]/N=C(\NN)SC=S
Charge = 0

Last column: natural (NBO) charge in e.
Positions of all 12 atoms, in Å:
1 C -0.01 0.06 -0.19  0.2941
2 C -2.74 0.24 0.02  -0.4686
3 H 2.62 -0.53 1.10  0.3544
4 H 3.01 -0.33 -0.45  0.3558
5 H 0.97 -1.81 -0.06  0.3934
6 H 0.90 1.76 -0.20  0.3732
7 H -2.28 1.18 0.14  0.2374
8 N 2.31 -0.09 0.23  -0.6332
9 N 1.08 -0.76 -0.08  -0.5020
10 N -0.05 1.33 -0.31  -0.7413
11 S -1.50 -0.95 -0.27  0.2934
12 S -4.31 -0.11 0.07  0.0435


Most favorable first, least favorable last: model w, model x


Model w:
The following is a DFT calculation (wB97M-V/def2-TZVPD) of one molecule with the formula C5H8.

Values from the calculation:
SMILES = C#CC(C)C
Charge = 0

Last column: natural (NBO) charge in e.
Positions of all 13 atoms, in Å:
1 C -0.53 1.32 0.07  -0.5983
2 C -0.14 -0.08 -0.53  -0.3195
3 C -0.94 -1.16 0.13  -0.5912
4 C 1.34 -0.18 -0.32  -0.0033
5 C 2.51 -0.12 0.06  -0.2844
6 H -0.13 1.59 1.11  0.2264
7 H -1.67 1.42 0.10  0.2107
8 H 0.02 2.03 -0.60  0.2194
9 H -0.35 -0.16 -1.57  0.2263
10 H -0.47 -2.18 0.06  0.2259
11 H -1.19 -0.89 1.29  0.2086
12 H -1.97 -1.17 -0.36  0.2130
13 H 3.52 -0.43 0.57  0.2663


Model x:
The following is a DFT calculation (wB97M-V/def2-TZVPD) of one molecule with the formula C5H8.

Values from the calculation:
SMILES = C=C/C=C\C
Charge = 0

Last column: natural (NBO) charge in e.
Positions of all 13 atoms, in Å:
1 C 2.17 -0.53 0.02  -0.6644
2 C 1.14 0.72 0.15  -0.1544
3 C -0.18 0.64 -0.10  -0.2813
4 C -0.94 -0.49 -0.08  -0.1848
5 C -2.40 -0.20 0.13  -0.3813
6 H 1.75 -1.26 -0.80  0.2090
7 H 3.18 -0.21 -0.25  0.2332
8 H 2.02 -1.25 0.83  0.2266
9 H 1.57 1.82 0.04  0.2059
10 H -0.91 1.39 -0.40  0.2127
11 H -0.41 -1.42 -0.14  0.2055
12 H -2.71 0.89 -0.01  0.1817
13 H -3.23 -0.82 0.01  0.1916


Most favorable first, least favorable last: model w, model x